Entry 1:
Below is a 2-piece molecular cluster, C11H14N2 overall at a distorted geometry, with properties calculated with the ωB97M-V functional and the def2-TZVPD basis.

Positions of all 27 atoms, in Å:
C: 1.49 2.26 -3.34
C: 0.29 1.42 -3.71
C: 0.11 0.22 -4.36
N: -1.23 -0.08 -4.26
C: -1.79 0.89 -3.48
N: -0.92 1.80 -3.17
H: 1.78 1.77 -2.42
H: 1.25 3.29 -3.12
H: 2.28 2.23 -4.09
H: 0.89 -0.41 -4.75
H: -1.67 -0.91 -4.60
H: -2.82 1.05 -3.20
C: -2.01 -0.65 2.27
C: -0.71 -0.96 2.93
C: 0.03 -2.04 2.58
C: 1.38 -2.15 2.96
C: 1.99 -0.96 3.23
C: 1.26 0.11 3.82
C: -0.12 0.11 3.74
H: -2.19 0.41 2.09
H: -2.84 -0.96 2.92
H: -2.10 -1.26 1.37
H: -0.43 -2.83 1.98
H: 1.98 -3.00 2.67
H: 3.08 -0.89 3.23
H: 1.80 0.75 4.49
H: -0.78 0.79 4.24

LUMO level	0.8	eV
HOMO level	-0.313	hartree
M	174.25	Da

***

Entry 2:
Below is a 2-piece molecular cluster, CH4FNO overall at a distorted geometry, with properties calculated with the ωB97M-V functional and the def2-TZVPD basis.

Positions of all 8 atoms, in Å:
C: 0.20 0.58 -0.06
N: -0.61 -1.24 0.80
O: 0.03 0.45 -1.34
F: -1.83 -1.40 0.23
H: -0.44 1.32 0.37
H: 1.10 0.12 0.46
H: 0.05 -1.95 0.30
H: -0.77 0.81 -1.71

LUMO level (spin up / spin down)	0.6 / 0.6	eV
HOMO level (spin up / spin down)	-0.298 / -0.298	hartree
M	65.05	Da

***

Entry 3:
Below is an isolated ion of composition C19H40N3O6 and charge +1 at a distorted geometry, with properties calculated with the ωB97M-V functional and the def2-TZVPD basis.

Positions of all 68 atoms, in Å:
C: 7.59 0.51 1.74
C: 6.85 0.56 0.40
O: 6.70 -0.76 -0.08
C: 6.41 -0.81 -1.45
C: 5.01 -0.33 -1.82
O: 4.06 -0.63 -0.81
C: 2.85 0.06 -1.03
N: 1.76 -0.77 -0.57
C: 1.33 -0.55 0.70
N: 1.90 0.26 1.60
N: 0.24 -1.26 0.87
C: -0.43 -1.20 2.17
C: -1.65 -0.25 2.23
C: -1.41 1.15 1.64
C: -2.76 1.75 1.19
C: -2.65 2.71 -0.02
C: -3.74 3.82 0.08
C: -4.69 3.85 -1.12
O: -5.92 3.21 -0.87
C: -6.00 1.88 -1.35
C: -0.55 -1.29 -0.36
O: -0.87 -2.54 -0.91
C: -1.40 -3.50 -0.01
C: -2.93 -3.40 0.21
C: -3.73 -4.43 -0.61
O: -3.44 -2.11 -0.05
C: 0.48 -0.69 -1.34
O: 0.21 0.62 -1.73
H: 8.51 1.08 1.69
H: 6.97 0.88 2.55
H: 7.83 -0.52 1.97
H: 7.42 1.19 -0.29
H: 5.85 0.99 0.53
H: 7.11 -0.14 -1.96
H: 6.63 -1.80 -1.83
H: 5.05 0.73 -2.06
H: 4.72 -0.85 -2.74
H: 2.77 0.30 -2.08
H: 2.92 1.00 -0.48
H: 1.42 1.13 1.79
H: 2.71 0.00 2.13
H: 0.27 -0.87 2.93
H: -0.76 -2.17 2.50
H: -2.51 -0.76 1.81
H: -1.86 -0.11 3.28
H: -0.72 1.13 0.80
H: -1.00 1.80 2.40
H: -3.21 2.21 2.06
H: -3.39 0.93 0.88
H: -1.67 3.14 -0.12
H: -2.92 2.14 -0.90
H: -4.35 3.67 0.96
H: -3.27 4.79 0.14
H: -4.20 3.48 -2.03
H: -4.92 4.89 -1.32
H: -7.03 1.66 -1.60
H: -5.68 1.20 -0.55
H: -5.39 1.72 -2.24
H: -1.38 -0.59 -0.44
H: -1.21 -4.47 -0.46
H: -0.87 -3.53 0.93
H: -3.11 -3.65 1.25
H: -3.09 -5.10 -1.19
H: -4.34 -3.89 -1.32
H: -4.43 -4.97 0.01
H: -3.13 -1.80 -0.92
H: 0.60 -1.38 -2.16
H: 0.47 0.69 -2.66

total charge	+1
LUMO level	-3.5	eV
HOMO level	-0.422	hartree
M	406.54	Da

***

Among the records above, which one has the lowest M?
CH4FNO

***

Among the records above, which one has the highest M?
C19H40N3O6

***

Among the records above, which one has the highest M?
C19H40N3O6

***

What is the formula in the first record?
C11H14N2